Record 1
The following is a DFT calculation (the ωB97M-V functional and the def2-TZVPD basis) of an isolated ion of composition C2H6O2P and charge -1 in a non-equilibrium geometry.

The geometry in XYZ format:
```
11
Properties=species:S:1:pos:R:3:mulliken_charge:R:1
C 1.196 0.539 0.245 -0.968
C 0.301 -0.622 -0.172 -0.430
P -1.451 -0.111 0.005 0.514
O -1.726 0.752 1.205 -0.720
O -2.306 -1.340 -0.247 -0.743
H 2.147 0.244 0.622 0.328
H 1.561 1.108 -0.610 0.249
H 0.551 1.191 0.893 0.272
H 0.598 -1.561 0.542 0.249
H 0.624 -0.875 -1.170 0.275
H -1.495 0.676 -1.315 -0.027
```

Largest force on an atom (eV/Å): 3.29
Energy above the lowest of the compared OMol25 structures with the same formula, charge and spin (kJ/mol): 15.11
Calculated total energy (Eh): -571.72595
Highest occupied orbital energy (eV): -4.438
SMILES string: CC[P@H](=O)[O-]
Total charge: -1

Record 2
The following is a DFT calculation (the ωB97M-V functional and the def2-TZVPD basis) of an isolated ion of composition C2H6O2P and charge +1 in a non-equilibrium geometry.

The geometry in XYZ format:
```
11
Properties=species:S:1:pos:R:3:mulliken_charge:R:1
C 1.804 1.202 0.128 -0.544
C -1.379 -1.552 -0.041 -0.775
O -2.024 1.203 -0.263 -0.411
O 0.839 0.143 0.002 -0.245
P -0.886 0.271 -0.060 1.091
H 2.256 1.210 1.216 0.264
H 1.415 2.152 -0.154 0.346
H 2.557 0.963 -0.627 0.261
H -2.242 -1.457 0.443 0.357
H -0.608 -2.170 0.408 0.300
H -1.734 -1.965 -1.053 0.356
```

Largest force on an atom (eV/Å): 5.62
Energy above the lowest of the compared OMol25 structures with the same formula, charge and spin (kJ/mol): 107.94
Calculated total energy (Eh): -571.30670
Highest occupied orbital energy (eV): -17.223
Total charge: +1